one | Entry from OMol25: an isolated molecule of C5H13NS (wB97M-V/def2-TZVPD).

Output
SMILES   CN(C)CCCS
Highest occupied orbital energy   -0.3075 Eh
Charge   0

Last column: Mulliken charge in e.
CARTESIAN COORDINATES (ANGSTROEM)
S  2.219  -1.652  -2.065  -0.23
N  -0.932  0.830  0.630  -0.07
C  -1.018  1.930  1.616  -0.85
C  0.357  0.201  0.481  -0.55
C  1.576  -1.964  -0.540  -0.65
C  0.249  -1.188  -0.075  -0.56
C  -1.488  1.212  -0.757  -0.93
H  -1.974  2.468  1.571  0.31
H  1.184  -2.965  -0.416  0.34
H  1.232  0.663  0.063  0.40
H  -0.063  2.493  1.459  0.33
H  2.266  -1.635  0.221  0.28
H  -0.477  -1.262  -0.859  0.28
H  -0.138  -1.976  0.544  0.28
H  -2.524  1.742  -0.705  0.33
H  -0.719  1.804  -1.371  0.26
H  -0.755  1.563  2.674  0.25
H  1.862  -2.629  -2.862  0.11
H  -1.715  0.266  -1.140  0.33
H  0.857  0.097  1.532  0.32



two | Entry from OMol25: an isolated molecule of C5H13NS (wB97M-V/def2-TZVPD).

Output
SMILES   CCN[C@@H](C)CS
Highest occupied orbital energy   -0.3187 Eh
Charge   0

Last column: Mulliken charge in e.
CARTESIAN COORDINATES (ANGSTROEM)
S  -1.037  -1.309  2.089  -0.21
N  0.724  0.611  -1.086  -0.44
C  -0.483  0.053  1.061  -0.92
C  -0.164  1.652  -3.097  -1.17
C  -0.482  0.797  -1.877  -0.35
C  1.952  -0.417  0.731  -1.33
C  0.607  -0.317  0.042  0.41
H  -0.130  0.909  1.643  0.43
H  0.358  -1.275  -0.405  0.39
H  0.451  2.496  -2.789  0.30
H  1.006  1.521  -0.730  0.30
H  0.405  1.100  -3.863  0.29
H  1.963  -0.307  1.811  0.32
H  -1.039  2.041  -3.621  0.37
H  2.548  -1.312  0.536  0.30
H  -1.365  0.425  0.544  0.25
H  -1.307  1.268  -1.323  0.22
H  2.648  0.361  0.392  0.36
H  -0.397  -1.014  3.228  0.12
H  -0.860  -0.187  -2.154  0.36



three | Entry from OMol25: an isolated molecule of C5H13NS (wB97M-V/def2-TZVPD).

Output
SMILES   CN(C)CCCS
Highest occupied orbital energy   -0.2912 Eh
Charge   0

Last column: Mulliken charge in e.
CARTESIAN COORDINATES (ANGSTROEM)
S  3.690  1.172  1.239  -0.21
N  -1.271  -0.446  -0.229  0.10
C  -2.416  -1.041  -1.002  -1.01
C  1.167  0.095  0.291  -0.94
C  2.707  0.492  -0.131  -0.71
C  -1.779  0.349  0.823  -1.08
C  0.144  -0.527  -0.617  -0.17
H  3.220  -0.433  -0.367  0.34
H  -1.021  0.448  1.679  0.33
H  -3.079  -1.268  -0.250  0.37
H  0.483  0.075  -1.461  0.23
H  2.785  2.130  1.649  0.12
H  2.569  1.082  -1.001  0.39
H  -2.662  -0.211  1.174  0.31
H  -2.228  -1.991  -1.640  0.27
H  1.430  -0.263  1.347  0.34
H  -2.285  1.216  0.571  0.35
H  0.747  1.106  0.498  0.41
H  -2.746  -0.405  -1.751  0.35
H  0.546  -1.582  -0.823  0.23



four | Entry from OMol25: an isolated molecule of C5H13NS (wB97M-V/def2-TZVPD).

Output
SMILES   CSCC[C@@H](C)N
Highest occupied orbital energy   -0.2896 Eh
Charge   0

Last column: Mulliken charge in e.
CARTESIAN COORDINATES (ANGSTROEM)
S  0.235  -2.008  0.881  -0.09
N  0.416  1.211  1.344  -0.60
C  1.289  -0.024  -0.718  -1.02
C  -0.434  1.892  -0.900  -1.37
C  0.716  1.267  -0.080  0.45
C  -1.541  -2.281  1.078  -0.87
C  0.322  -1.193  -0.819  -0.60
H  -2.177  -1.426  1.313  0.28
H  -1.630  -2.901  1.966  0.32
H  1.583  1.950  -0.213  0.24
H  0.144  2.140  1.648  0.25
H  1.250  1.010  1.873  0.22
H  -0.585  2.930  -0.634  0.42
H  -1.919  -2.779  0.178  0.29
H  2.245  -0.238  -0.235  0.41
H  1.590  0.334  -1.716  0.37
H  -1.310  1.284  -0.741  0.33
H  -0.707  -0.890  -0.986  0.32
H  -0.135  1.835  -1.952  0.32
H  0.646  -2.114  -1.288  0.34



In terms of stability, two leads; the second structure lies 0.0112 hartree higher.



one | Entry from OMol25: a structure of composition C47H46N3O3PRb (wB97M-V/def2-TZVPD).

Output
Highest occupied orbital energy   -0.1372 Eh
Charge   -1

Last column: Mulliken charge in e.
CARTESIAN COORDINATES (ANGSTROEM)
Rb  0.235  -2.033  -0.118  0.55
P  -1.504  2.125  0.008  2.25
O  -2.629  -2.452  -1.156  -0.25
O  -2.342  -2.792  1.750  -0.24
O  -0.571  -0.788  -2.814  -0.38
N  2.317  -1.549  2.398  0.24
N  0.969  -3.451  -3.257  0.13
N  2.427  -3.671  -4.898  0.18
C  0.415  3.332  1.055  0.66
C  -3.499  -1.880  -0.209  0.28
C  2.108  -3.042  -3.740  -0.74
C  2.684  3.756  1.613  -0.96
C  3.710  -1.901  4.798  -0.97
C  -2.371  -1.976  2.896  -0.42
C  0.788  5.281  2.371  -1.04
C  -5.136  1.872  1.888  -0.72
C  -1.342  4.041  -4.210  -0.64
C  2.074  -0.737  3.445  -0.82
C  1.335  4.155  1.718  0.20
C  1.521  0.991  5.604  -0.67
C  1.404  -4.539  -5.156  -0.29
C  -4.151  3.600  -0.047  0.04
C  4.106  -5.353  -0.480  -0.63
C  -1.481  2.979  -1.625  0.28
C  -0.572  5.490  2.378  -0.97
C  2.452  -0.003  5.757  -0.73
C  -5.415  3.793  0.482  -0.68
C  0.873  1.152  4.372  -0.68
C  2.997  2.639  0.876  -0.86
C  1.132  0.309  3.324  -0.16
C  -1.921  -0.522  -2.526  1.19
C  3.915  -2.728  3.738  -0.84
C  -0.975  3.538  1.083  0.38
C  0.223  0.373  -2.852  -0.10
C  5.098  -4.914  0.384  -0.58
C  0.699  2.215  0.239  -0.73
C  -2.499  2.750  -2.549  -0.22
C  3.593  -3.448  -5.708  -0.89
C  2.035  1.881  0.175  -0.73
C  3.218  -2.515  2.514  0.24
C  -2.431  3.272  -3.828  -0.81
C  -0.416  3.788  -2.011  -0.47
C  -2.674  -1.849  -2.422  -0.84
C  2.466  -3.795  0.498  -0.78
C  2.864  -4.741  -0.462  -0.44
C  2.753  -0.866  4.691  1.29
C  -3.359  2.536  0.373  0.64
C  0.514  -4.385  -4.130  -0.70
C  -0.341  4.305  -3.292  -0.84
C  -1.487  4.613  1.755  -0.49
C  4.801  -3.921  1.292  -0.57
C  3.499  -3.407  1.393  0.73
C  -3.882  1.683  1.340  -0.33
C  -5.907  2.940  1.459  -0.50
C  -3.534  -2.815  1.002  -0.88
H  -6.879  3.121  1.899  0.36
H  -2.548  4.822  1.808  0.49
H  -3.252  0.862  1.677  -0.36
H  2.967  -0.138  6.702  0.36
H  1.280  1.651  6.426  0.40
H  5.607  -3.513  1.895  0.47
H  -3.771  4.290  -0.791  0.41
H  2.746  -2.311  -3.285  0.56
H  -3.723  -1.710  -2.726  0.32
H  -3.349  2.144  -2.265  0.50
H  3.626  -2.410  -6.050  0.32
H  2.138  -5.067  -1.204  0.33
H  4.608  -3.555  3.810  0.53
H  0.515  4.902  -3.576  0.43
H  -3.129  -2.332  3.608  0.34
H  4.031  2.319  0.824  0.38
H  -2.370  0.090  -3.324  0.15
H  -6.022  4.622  0.137  0.40
H  -2.189  -2.557  -3.097  0.24
H  -1.381  -2.053  3.342  0.20
H  -5.506  1.195  2.650  0.40
H  4.323  -6.152  -1.185  0.35
H  1.215  0.051  -3.166  0.33
H  6.099  -5.332  0.344  0.36
H  -0.171  1.098  -3.575  0.22
H  0.373  3.994  -1.307  0.43
H  -0.412  -4.899  -3.963  0.48
H  4.272  -2.018  5.717  0.38
H  -1.264  4.414  -5.223  0.35
H  -0.958  6.377  2.872  0.37
H  -3.637  -3.840  0.627  0.27
H  -4.511  -1.793  -0.635  0.34
H  -2.574  -0.927  2.664  0.16
H  -3.158  -0.884  0.092  -0.09
H  3.565  -4.105  -6.578  0.28
H  0.167  1.958  4.241  0.53
H  1.449  6.001  2.842  0.39
H  4.500  -3.657  -5.138  0.32
H  -4.397  -2.570  1.635  0.42
H  -3.218  3.062  -4.542  0.39
H  -2.008  0.045  -1.586  -0.82
H  0.622  0.441  2.380  0.79
H  1.405  -5.174  -6.021  0.41
H  0.288  0.856  -1.871  -0.26
H  2.388  1.022  -0.396  0.36
H  3.449  4.320  2.136  0.36



two | Entry from OMol25: a structure of composition C47H46N3O3PRb (wB97M-V/def2-TZVPD).

Output
Highest occupied orbital energy   -0.1251 Eh
Charge   -1

Last column: Mulliken charge in e.
CARTESIAN COORDINATES (ANGSTROEM)
Rb  0.129  0.724  -0.375  0.72
P  1.687  -1.778  1.044  1.60
O  -1.322  2.940  -2.565  -0.32
O  -1.775  -1.566  -0.972  0.37
O  -1.035  0.102  -3.041  -0.02
N  -3.232  1.437  1.004  0.33
N  2.828  3.939  -3.186  0.18
N  2.417  2.257  -1.810  0.30
C  -2.384  -2.363  0.035  -0.93
C  2.357  -1.148  3.717  -0.61
C  -0.430  2.372  4.663  -0.72
C  -3.045  2.280  1.997  0.13
C  -0.566  2.616  1.784  -0.99
C  5.813  -2.439  1.187  -0.86
C  0.341  -2.401  3.457  -0.75
C  -7.039  0.983  -0.667  -0.66
C  3.490  -1.966  0.781  -0.18
C  -4.709  0.363  -0.540  0.33
C  1.263  -4.579  1.462  -0.40
C  3.727  2.643  -1.671  -0.63
C  0.422  -6.093  -0.212  -0.65
C  5.398  -1.393  -2.378  -1.03
C  -5.945  0.204  -1.103  -0.81
C  6.138  -2.113  -0.102  -0.86
C  0.721  2.554  3.906  -0.42
C  1.171  -3.501  0.582  0.22
C  4.474  -2.371  1.643  -0.30
C  4.352  -1.064  -3.203  -0.73
C  1.510  -1.885  2.884  0.50
C  4.003  3.681  -2.514  -0.50
C  2.072  -0.970  5.066  -0.81
C  5.136  -1.713  -1.024  0.96
C  0.922  -1.513  5.620  -0.49
C  -4.493  1.312  0.488  -0.36
C  0.053  -2.226  4.803  -0.80
C  -5.363  2.980  1.996  -1.09
C  -5.597  2.074  0.936  1.04
C  -2.139  0.882  -3.468  -0.80
C  0.884  -5.859  1.076  -0.79
C  -4.118  3.065  2.526  -0.72
C  0.636  2.687  2.522  -0.17
C  3.016  -1.039  -2.726  -0.37
C  -2.082  -1.981  -2.283  -0.65
C  3.787  -1.654  -0.581  0.26
C  -1.647  2.315  4.009  -0.68
C  -1.128  -1.293  -3.246  -0.69
C  0.357  -5.035  -1.110  -0.27
C  0.728  -3.755  -0.715  -0.02
C  -2.368  2.002  -2.486  0.40
C  -1.697  2.408  2.611  0.67
C  2.674  -1.327  -1.415  -0.55
C  1.907  3.055  -2.717  -0.57
C  -1.389  3.877  -1.489  -0.67
C  2.594  4.980  -4.161  -0.98
C  -6.863  1.896  0.335  -0.78
H  2.250  -0.739  -3.445  0.21
H  6.418  -1.416  -2.750  0.33
H  4.397  2.127  -0.996  0.38
H  0.693  -1.364  6.668  0.37
H  -7.697  2.493  0.690  0.38
H  -2.353  4.406  -1.500  0.35
H  0.731  -2.931  -1.413  0.05
H  -0.116  -1.670  -3.088  0.05
H  -2.429  1.585  -1.476  -0.55
H  2.643  5.967  -3.702  0.32
H  -1.427  -1.526  -4.275  0.31
H  -0.587  4.600  -1.645  0.24
H  4.249  -2.643  2.668  0.51
H  6.589  -2.760  1.875  0.40
H  -6.179  3.590  2.369  0.38
H  -1.937  1.288  -4.465  0.38
H  2.747  -0.386  5.681  0.38
H  -2.000  -3.385  0.009  0.34
H  3.242  -0.680  3.303  0.49
H  -3.131  -1.748  -2.517  0.33
H  -1.960  -3.066  -2.388  0.54
H  1.578  2.835  1.989  0.29
H  1.688  2.587  4.401  0.38
H  -2.558  2.156  4.586  0.37
H  1.602  4.844  -4.587  0.30
H  -8.013  0.849  -1.122  0.37
H  4.904  4.243  -2.704  0.43
H  -0.362  -2.947  2.837  0.38
H  -0.375  2.259  5.739  0.35
H  -3.333  2.485  -2.697  0.43
H  0.964  -6.678  1.783  0.41
H  -3.054  0.282  -3.520  0.42
H  0.029  -5.208  -2.130  0.41
H  1.641  -4.420  2.466  0.45
H  3.327  4.926  -4.965  0.35
H  -3.854  -0.219  -0.849  0.48
H  0.881  3.037  -3.070  0.40
H  -2.142  -1.904  0.994  0.09
H  7.172  -2.176  -0.436  0.33
H  -0.863  -2.638  5.213  0.38
H  -3.476  -2.378  -0.083  0.39
H  4.558  -0.806  -4.241  0.36
H  0.135  -7.092  -0.518  0.37
H  -1.241  3.398  -0.511  0.30
H  -6.093  -0.529  -1.890  0.43
H  -3.899  3.746  3.336  0.56



In terms of stability, two leads; the second structure lies 0.0245 hartree higher.



one | Entry from OMol25: a cluster of 2 separate species, C2H3N2O2 in total (wB97M-V/def2-TZVPD).

Output
Highest occupied orbital energy (spin up / spin down)   -0.5228 / -0.5187 Eh
Charge   +1

Last column: Mulliken charge in e.
CARTESIAN COORDINATES (ANGSTROEM)
O  1.366  -0.889  -2.411  -0.08
O  -2.171  -0.389  2.371  -0.23
N  -0.145  -0.170  -0.259  -0.50
N  -1.145  -0.272  1.772  0.27
C  -0.478  0.403  0.861  0.14
C  1.426  -0.003  -1.728  0.45
H  -0.156  1.317  1.234  0.37
H  -0.614  -0.944  -0.532  0.23
H  1.917  0.947  -1.309  0.35



two | Entry from OMol25: a structure of composition C2H3N2O2 (wB97M-V/def2-TZVPD).

Output
Highest occupied orbital energy   -0.5678 Eh
Charge   +1

Last column: Mulliken charge in e.
CARTESIAN COORDINATES (ANGSTROEM)
O  -4.162  -0.248  0.110  0.06
O  -2.184  0.774  0.214  -0.31
N  0.016  -1.152  0.818  -0.44
N  -3.267  -0.371  -0.542  0.56
C  -1.005  0.919  0.163  0.13
C  0.111  -0.111  0.146  -0.03
H  0.844  0.380  -0.449  0.36
H  0.941  -1.532  0.974  0.31
H  -0.532  1.916  0.242  0.36



In terms of stability, two leads; the second structure lies 0.0313 hartree higher.